Here is a 2-piece molecular cluster, C5H15NO2 overall in a non-equilibrium geometry from the OMol25 dataset. Energies are from ωB97M-V with the def2-TZVPD basis set.

Last column: Mulliken charge in e.
Geometry (Å):
O  4.15825  1.09107  4.10625  -0.624
O  2.49648  -0.38668  1.16413  -0.518
N  -3.48107  0.13130  -2.04362  -0.673
C  1.16656  -0.11189  0.69174  -0.626
C  0.78397  -1.14342  -0.39628  -0.521
C  -0.41664  -0.63287  -1.14514  -0.814
C  -2.59328  0.71098  -1.00048  -0.565
C  -1.66307  -0.27931  -0.28259  -0.396
H  1.14419  0.94912  0.44012  0.296
H  0.53959  -0.23658  1.58811  0.275
H  -1.49881  0.09141  0.72471  0.367
H  -2.08249  -1.29703  -0.26603  0.278
H  -0.17104  0.12478  -1.90210  0.426
H  1.67854  -1.21329  -1.02337  0.496
H  -2.91310  -0.08319  -2.86028  0.237
H  -0.73525  -1.37515  -1.89606  0.388
H  3.10474  -0.28448  0.42334  0.299
H  4.52914  0.55013  3.40707  0.311
H  -3.22492  1.01917  -0.15253  0.335
H  4.56428  1.96215  4.04674  0.312
H  -2.00476  1.54127  -1.45510  0.321
H  0.67670  -2.01013  0.24662  0.159
H  -4.05802  0.88264  -2.41527  0.238

Values from the calculation:
LUMO energy = 0.776 eV
Energy relative to the best compared isomer or geometry (same formula, charge and spin) = 165.3 kJ/mol
Total charge = 0
Kohn-Sham gap = 10.40 eV

---

Here is a 3-piece molecular cluster, C34H52BBrO6 overall from the OMol25 dataset. Energies are from ωB97M-V with the def2-TZVPD basis set.

Last column: Mulliken charge in e.
Geometry (Å):
Br  -2.29009  2.04560  0.70522  -0.160
O  -5.15328  6.24480  -1.85856  -0.497
O  1.54923  7.01886  3.65347  -0.560
O  -3.82346  5.36202  -3.38175  -0.535
O  2.33031  1.98852  2.20284  -0.477
O  -1.29901  -10.01646  1.44776  -0.545
O  1.16531  -5.74120  -0.46618  -0.508
C  0.72948  -8.84997  1.18634  -0.405
C  -3.92923  2.74326  -2.28204  -0.799
C  -4.39730  5.22900  -2.34926  0.583
C  -1.65766  -2.92372  0.17794  -0.746
C  1.29102  -1.40138  1.34186  -1.096
C  -0.73367  -9.03941  1.00812  0.347
C  5.86951  3.77820  -0.93510  -0.635
C  0.98555  5.26934  2.18168  -0.599
C  5.76457  2.35093  -0.40364  -0.639
C  3.63750  -0.83347  -1.31538  -0.616
C  -2.73704  -1.05708  -1.99259  0.844
C  0.36699  -1.28986  0.11607  0.476
C  -0.25100  -2.60571  -0.37317  -0.605
C  4.58725  1.55343  -0.96723  -0.021
C  -5.37562  0.82397  1.99714  -1.370
C  -3.53133  -2.24980  -1.46606  -0.622
C  4.85611  0.05025  -0.98325  -1.036
C  2.71015  5.00560  4.02861  -0.397
C  1.18722  4.00709  1.81604  -0.132
C  -3.87001  1.11882  -0.02365  0.408
C  3.34073  -1.86207  -0.21666  -0.790
C  1.35046  -7.77653  0.70608  -0.398
C  1.73061  5.86897  3.31796  0.342
C  0.60627  -6.72403  -0.03067  0.370
C  -1.47753  -7.98422  0.27258  -0.438
C  2.16052  3.14329  2.53204  0.159
C  -3.62677  0.08565  -2.52761  -1.099
C  2.90752  3.74118  3.66652  -0.332
C  2.80006  -1.24353  1.08620  0.178
C  -4.36310  3.97425  -1.49621  -0.477
C  -5.14288  1.57379  0.69055  -0.383
C  -0.85669  -6.91146  -0.20917  -0.122
C  -2.68500  -3.38147  -0.86890  -1.127
C  4.65971  4.62962  -0.56853  -0.959
B  -3.79133  1.34163  -1.59432  0.027
H  -5.09401  2.64579  0.88396  0.246
H  -3.35655  -4.11687  -0.41860  0.318
H  5.68618  2.39395  0.68980  0.245
H  1.00033  -0.63897  2.06927  0.404
H  -5.58650  5.97848  -1.03835  0.343
H  1.11690  -2.36575  1.83210  0.360
H  -1.58276  -3.69443  0.95047  0.620
H  -4.46622  0.82981  2.60237  0.310
H  2.41403  -7.61153  0.82252  0.430
H  1.24537  -9.63334  1.72681  0.401
H  6.69109  1.81053  -0.62589  0.402
H  5.98058  3.74497  -2.02407  0.323
H  3.32156  -1.68117  1.94144  0.324
H  0.40791  -3.43387  -0.10631  0.274
H  2.64404  -2.62369  -0.58126  0.130
H  3.24035  5.46989  4.85042  0.413
H  6.77594  4.24899  -0.54589  0.336
H  3.04812  -0.18055  1.10844  -0.201
H  3.79849  -1.34033  -2.26954  0.513
H  -3.28611  0.41967  -3.51308  0.296
H  -5.34717  3.82057  -1.04378  0.272
H  3.61102  3.08866  4.16813  0.446
H  4.27983  -2.38580  -0.01210  0.460
H  -2.08225  -0.68145  -1.20281  -0.741
H  -1.37338  -6.12474  -0.74600  0.406
H  -2.54187  -8.14676  0.15924  0.432
H  -3.66326  0.08136  0.24036  -0.173
H  -4.12777  -2.63880  -2.29866  0.434
H  -5.99031  1.41853  0.01123  0.302
H  -4.61411  2.60167  -3.13044  0.452
H  2.75970  -0.19382  -1.45545  0.177
H  -2.16780  -3.89922  -1.68584  0.437
H  4.36415  1.89240  -1.98691  0.365
H  -6.17192  1.28108  2.58576  0.416
H  0.66816  3.54576  0.98498  0.597
H  3.75103  4.28312  -1.06581  0.266
H  3.68518  1.74178  -0.37530  0.022
H  -4.64072  -0.30575  -2.71014  0.329
H  4.80926  5.67521  -0.84390  0.390
H  0.28605  5.92236  1.67535  0.455
H  5.25295  -0.23807  -0.00336  0.382
H  -0.29191  -2.60797  -1.46646  0.387
H  -3.66555  4.17569  -0.67612  0.294
H  4.48149  4.59116  0.50864  0.188
H  5.65765  -0.14325  -1.70286  0.431
H  -2.97016  2.95394  -2.77253  0.355
H  0.90092  -0.82471  -0.71321  -0.009
H  -4.25184  -1.91487  -0.70833  0.173
H  -2.06598  -1.39954  -2.78553  0.661
H  -0.43509  -0.59439  0.36979  -0.295
H  -5.64830  -0.21689  1.81305  0.323
H  -2.05092  -2.03555  0.68930  0.268

Values from the calculation:
LUMO energy = -1.552 eV
Total charge = 0
Kohn-Sham gap = 8.57 eV

---

Here is an isolated ion of composition C5H11N2 and charge +1 in a non-equilibrium geometry from the OMol25 dataset. Energies are from ωB97M-V with the def2-TZVPD basis set.

Last column: Mulliken charge in e.
Geometry (Å):
N  -1.75706  1.08203  1.19156  -0.403
N  0.60861  -1.41875  -2.29334  -0.360
C  1.34965  -0.66282  -0.07529  -0.604
C  0.25817  0.34843  0.15531  -0.545
C  -1.94064  1.75001  2.25640  -0.181
C  -0.74364  0.16457  1.04505  0.016
C  1.77566  -0.68906  -1.54435  -0.554
H  0.56292  -1.19914  -3.29230  0.357
H  -2.55075  2.62912  2.14431  0.256
H  1.79987  0.25992  -2.06524  0.371
H  0.39677  1.35964  -0.22736  0.283
H  1.00670  -1.68577  0.08956  0.327
H  2.16618  -0.44881  0.61250  0.378
H  2.63483  -1.33437  -1.70945  0.359
H  -0.71352  -0.80673  1.53872  0.370
H  -0.26742  -1.11409  -1.85603  0.336
H  0.77647  -2.42441  -2.25751  0.342
H  -1.60610  1.51658  3.27269  0.253

Values from the calculation:
LUMO energy = -3.529 eV
Energy relative to the best compared isomer or geometry (same formula, charge and spin) = 181.4 kJ/mol
Total charge = +1
Kohn-Sham gap = 8.89 eV

---

Question: Among the records above, which one has the highest total charge?
Answer: C5H11N2

---

Question: What is the LUMO energy in the third record?
Answer: -3.529 eV

---

Question: Among the records above, which one has the highest Kohn-Sham gap?
Answer: C5H15NO2

---

Question: Kohn-Sham gap of number 2 (C34H52BBrO6)?
Answer: 8.57 eV